Entry 1:
This record from the Open Molecules 2025 dataset describes 2 unconnected molecules or ions with the total composition Cl2H2NO3P. The level of theory is wB97M-V/def2-TZVPD.

Structure (XYZ):
```
9
Properties=species:S:1:pos:R:3:mulliken_charge:R:1
N -0.065 -0.857 0.959 -0.40
O -2.489 0.199 0.240 -0.49
O 0.364 -0.271 -2.436 -0.35
O -0.443 1.756 0.434 -0.18
P -1.020 0.252 0.237 0.81
Cl 1.808 -0.866 -1.826 -0.01
Cl 1.117 2.055 0.785 0.04
H -0.141 -1.639 0.430 0.30
H 0.868 -0.629 1.177 0.28
```

The LUMO energy (spin up / spin down) is -1.525 / -2.287 eV. Its total energy is -41993.740 eV. The value obtained for the energy above the lowest of the compared OMol25 structures with the same formula, charge and spin is 3.6479 eV.



Entry 2:
This record from the Open Molecules 2025 dataset describes a molecular structure, C19H22N2Ru. The level of theory is wB97M-V/def2-TZVPD.

Structure (XYZ):
```
44
Properties=species:S:1:pos:R:3:mulliken_charge:R:1
C -2.721 -0.753 0.640 -1.30
C -3.166 0.754 -1.086 -1.19
H -2.702 -1.692 0.057 0.37
H -3.831 -0.527 0.662 0.50
H -2.376 -0.547 1.611 0.43
H -2.616 0.790 -1.991 0.29
H -3.963 -0.049 -1.181 0.57
H -3.684 1.563 -0.570 0.42
C -0.451 -2.767 -0.242 0.02
C 0.413 -3.841 -0.419 -0.91
C 1.571 -3.678 -1.196 -0.52
C 1.863 -2.430 -1.782 -0.75
H -1.403 -2.853 0.293 0.35
H 0.163 -4.806 0.075 0.41
H 2.268 -4.490 -1.355 0.47
H 2.769 -2.235 -2.370 0.31
N -0.175 -1.545 -0.768 0.27
C 0.957 -1.384 -1.514 0.73
C 1.296 -0.032 -1.947 0.54
N 0.511 0.976 -1.479 0.45
C 0.799 2.258 -1.753 -0.26
C 2.768 1.549 -2.969 -0.45
C 1.937 2.590 -2.508 -0.91
H 0.089 2.992 -1.357 0.38
H 2.139 3.651 -2.707 0.42
C 2.466 0.217 -2.697 -0.85
H 3.088 -0.636 -3.019 0.37
H 3.651 1.770 -3.560 0.45
Ru -1.506 0.380 -0.187 0.54
C -1.689 2.408 0.238 -1.59
H -1.937 2.957 -0.687 0.53
H -0.669 2.667 0.586 0.59
H -2.446 2.565 1.021 0.35
C 1.220 0.330 4.105 -0.45
C 1.779 -0.162 2.919 -0.64
C 1.032 -0.102 1.724 -0.27
C -0.250 0.396 1.781 0.77
C -0.832 0.918 2.918 0.24
C -0.076 0.875 4.110 -0.67
H 1.793 0.298 5.025 0.45
H 2.790 -0.581 2.887 0.46
H 1.476 -0.446 0.792 0.28
H -1.833 1.370 2.874 0.36
H -0.512 1.282 5.029 0.43
```

As for the charge: +2. The LUMO energy (spin up / spin down) is -6.550 / -10.485 eV. The spin multiplicity is 5. The expectation value of S² is 6.038. Its total energy is -25598.799 eV. The value obtained for the energy above the lowest of the compared OMol25 structures with the same formula, charge and spin is 1.4834 eV.



Entry 3:
This record from the Open Molecules 2025 dataset describes 10 unconnected molecules or ions with the total composition C4H26NO12. The level of theory is wB97M-V/def2-TZVPD.

Structure (XYZ):
```
43
Properties=species:S:1:pos:R:3:mulliken_charge:R:1
O 1.266 -0.265 -1.585 -0.50
C 0.764 -0.157 -0.508 0.05
O 0.978 -0.903 0.582 -0.01
C -0.210 0.998 -0.137 0.29
C -1.031 1.621 -1.263 -0.46
C -0.135 2.332 -2.257 -0.36
O 0.996 2.647 -2.071 -0.49
N -1.132 0.383 0.880 -0.08
H 1.816 -1.421 0.637 0.15
H 0.426 1.674 0.434 0.15
H -1.799 0.935 -1.580 0.50
H -1.597 2.418 -0.781 0.16
H -0.704 2.610 -3.158 0.55
H -0.718 -0.385 1.405 0.26
H -1.491 1.084 1.533 0.41
H -1.989 -0.009 0.351 0.45
H 0.384 -1.844 3.348 0.27
H 1.534 -2.833 2.867 0.31
O 1.294 -2.142 3.487 -0.62
H 1.662 -3.785 -0.334 0.28
H 2.775 -4.315 0.450 0.27
O 2.147 -3.578 0.478 -0.52
H 0.098 0.841 3.903 0.28
H 0.608 2.431 3.892 0.29
O 0.169 1.690 3.468 -0.57
H -1.302 3.150 2.326 0.29
H -2.194 3.823 1.218 0.30
O -1.911 2.982 1.593 -0.63
H 3.285 -0.765 1.441 0.32
H 3.915 -1.763 0.521 0.30
O 3.665 -0.833 0.554 -0.65
H -2.161 -2.895 2.630 0.28
H -2.255 -1.499 3.010 0.31
O -1.581 -2.181 2.922 -0.60
H 0.914 0.136 -4.449 0.28
H 0.498 1.470 -4.509 0.33
O 0.168 0.646 -4.100 -0.62
H -1.247 -0.430 -3.418 0.34
H -1.415 -1.764 -2.643 0.32
O -1.900 -1.004 -2.985 -0.71
H -3.683 -1.287 -0.600 0.30
H -2.625 -0.589 -1.501 0.44
O -3.066 -0.546 -0.611 -0.66
```

As for the charge: +1. The LUMO energy is -2.818 eV. Its total energy is -30624.376 eV. The value obtained for the energy above the lowest of the compared OMol25 structures with the same formula, charge and spin is 0.0000 eV.



Entry 4:
This record from the Open Molecules 2025 dataset describes C13H9N3O4 in the gas phase. The level of theory is wB97M-V/def2-TZVPD.

Structure (XYZ):
```
29
Properties=species:S:1:pos:R:3:mulliken_charge:R:1
O -4.385 1.095 -0.142 -0.51
O -3.418 -0.369 -2.692 -0.62
O -0.214 -3.408 -2.484 -0.66
O -3.364 3.115 -0.080 -0.47
C -3.363 1.757 -0.218 0.25
C -2.498 -0.800 -2.015 0.48
C -0.699 -2.361 -2.080 0.27
C -1.764 -0.004 -1.045 0.09
C -2.070 1.069 -0.250 -0.12
C -0.406 -0.401 -0.702 1.07
C 0.090 0.420 0.270 -0.63
C 3.903 -0.032 2.118 -0.34
C 2.769 0.238 2.892 -0.61
C 3.795 -0.231 0.742 -0.67
C 1.533 0.497 2.305 -0.52
C 2.556 -0.026 0.137 -0.51
C 1.419 0.304 0.912 0.41
N -1.954 -1.956 -2.447 -0.10
N 0.103 -1.514 -1.334 -0.14
N -0.925 1.302 0.568 0.05
H -4.313 3.314 -0.108 0.35
H 4.875 -0.133 2.616 0.35
H 2.864 0.297 3.962 0.38
H 4.656 -0.566 0.184 0.39
H 0.623 0.775 2.861 0.36
H 2.444 -0.147 -0.909 0.60
H -2.360 -2.346 -3.297 0.28
H 0.917 -1.995 -0.941 0.32
H -0.813 2.104 1.180 0.26
```

The LUMO energy is -0.022 eV. The SMILES is O=C(O)c1[nH]c(-c2ccccc2)c2[nH]c(=O)[nH]c(=O)c12. Its total energy is -26288.601 eV. The value obtained for the energy above the lowest of the compared OMol25 structures with the same formula, charge and spin is 0.0000 eV.



Entry 5:
This record from the Open Molecules 2025 dataset describes a gas-phase ion, C4H5N2 (charge +1). The level of theory is wB97M-V/def2-TZVPD.

Structure (XYZ):
```
11
Properties=species:S:1:pos:R:3:mulliken_charge:R:1
C 0.023 -0.073 -0.026 0.49
C -2.393 1.396 -0.095 0.07
C -1.382 2.006 0.401 -0.19
C 1.893 -1.684 -0.091 -0.66
N -0.971 0.711 0.102 -0.30
N 0.950 -0.746 -0.343 -0.07
H -3.354 1.107 -0.516 0.39
H -0.954 2.958 0.891 0.32
H 2.709 -1.132 0.121 0.33
H 2.018 -2.169 -1.050 0.28
H 1.460 -2.373 0.607 0.35
```

As for the charge: +1. The LUMO energy is -4.140 eV. The SMILES is C[N+]#CN1C=C1. Its total energy is -7196.500 eV. The value obtained for the energy above the lowest of the compared OMol25 structures with the same formula, charge and spin is 4.0519 eV.



Entry 6:
This record from the Open Molecules 2025 dataset describes 13 unconnected molecules or ions with the total composition C48H64BN12. The level of theory is wB97M-V/def2-TZVPD.

Structure (XYZ):
```
125
Properties=species:S:1:pos:R:3:mulliken_charge:R:1
B 0.424 -0.512 0.319 3.49
H -0.071 -1.313 -0.598 -0.98
H -0.504 -0.093 1.058 -1.21
H 1.222 -1.173 0.860 -0.61
H 1.058 0.495 -0.154 -0.53
N -3.833 1.409 1.042 0.38
C -3.511 0.940 2.379 -1.17
C -4.580 1.579 3.221 -0.64
C -5.432 2.539 2.412 -1.19
C -4.794 2.379 0.978 -0.25
H -3.186 1.311 0.240 -0.06
H -2.717 0.373 2.411 1.17
H -4.723 1.387 4.253 0.47
H -6.201 3.010 2.656 0.78
H -5.052 2.868 0.075 0.54
N 1.809 -3.277 -1.834 0.06
C 1.932 -3.163 -3.301 -0.45
C 2.667 -4.490 -3.665 -0.68
C 2.862 -5.297 -2.562 -0.82
C 2.228 -4.526 -1.350 -0.11
H 1.543 -2.679 -1.257 0.08
H 1.811 -2.245 -3.888 0.36
H 3.244 -4.639 -4.448 0.61
H 3.335 -6.238 -2.598 0.46
H 2.091 -4.665 -0.169 0.24
N 4.309 1.693 -1.847 0.19
C 3.871 0.349 -1.633 -0.54
C 4.452 -0.333 -2.935 -0.09
C 4.916 0.759 -3.780 -0.94
C 5.067 1.977 -2.998 -0.27
H 4.142 2.381 -1.057 0.16
H 3.506 -0.046 -0.688 0.53
H 4.540 -1.528 -3.056 0.28
H 5.728 0.668 -4.769 0.21
H 5.212 3.055 -3.183 0.37
N 0.237 -2.096 5.484 0.00
C 0.422 -1.946 6.851 -0.31
C -0.050 -0.490 7.062 -0.50
C -0.195 0.241 5.798 -0.83
C -0.035 -0.921 4.712 -0.52
H 0.356 -2.940 4.924 0.56
H 0.671 -2.751 7.576 0.37
H -0.186 0.019 8.106 0.23
H -0.128 1.264 5.465 0.47
H -0.272 -0.986 3.682 0.58
N -2.384 0.327 -1.473 1.44
C -3.413 -0.528 -1.391 -0.31
C -4.638 -0.019 -2.199 -0.79
C -4.151 1.246 -2.732 -1.34
C -2.687 1.441 -2.179 -0.70
H -1.392 0.141 -1.275 -0.99
H -3.369 -1.487 -0.866 0.49
H -5.632 -0.525 -1.905 0.32
H -4.541 2.038 -3.150 0.72
H -2.054 2.305 -2.169 0.73
N 1.843 1.229 -4.389 0.02
C 0.828 0.584 -3.750 -0.85
C -0.363 0.937 -4.614 -0.54
C 0.107 1.966 -5.646 -1.02
C 1.625 2.104 -5.453 -0.43
H 2.801 1.361 -3.793 0.15
H 1.092 -0.025 -2.988 1.08
H -1.328 0.488 -4.493 0.60
H -0.214 2.553 -6.486 0.36
H 2.246 2.808 -6.043 0.42
N -2.057 -2.936 1.713 1.07
C -2.184 -4.168 0.972 -0.52
C -2.955 -5.073 1.819 -0.46
C -3.448 -4.171 2.984 -1.20
C -2.913 -2.814 2.743 -0.22
H -1.436 -1.952 1.388 -0.75
H -1.728 -4.519 0.064 0.49
H -3.104 -6.192 1.541 0.28
H -3.860 -4.484 3.747 0.85
H -3.044 -1.894 3.388 0.21
N -0.744 -3.855 -2.706 0.16
C -1.759 -2.871 -2.846 -0.58
C -3.067 -3.606 -2.598 -0.68
C -2.744 -5.081 -2.335 -0.88
C -1.225 -5.200 -2.544 -0.49
H 0.253 -3.896 -2.698 0.65
H -1.514 -1.783 -2.807 0.46
H -4.012 -3.254 -2.689 0.74
H -3.382 -5.813 -2.024 0.56
H -0.437 -6.010 -2.249 0.24
N 4.610 3.092 0.691 -0.13
C 5.758 3.611 0.109 -0.14
C 5.240 4.751 -0.875 -1.20
C 3.707 4.671 -0.694 -0.53
C 3.359 3.411 0.187 -1.68
H 4.602 2.263 1.438 0.34
H 6.849 3.443 0.525 0.33
H 5.846 5.355 -1.223 0.78
H 3.076 5.215 -1.270 0.54
H 2.587 2.940 0.453 1.82
N -2.355 3.884 2.129 0.02
C -1.017 3.587 2.255 -0.67
C -0.149 4.799 2.640 -0.93
C -1.225 5.833 2.578 -0.78
C -2.601 5.272 2.232 -0.97
H -2.945 2.983 1.988 0.46
H -0.538 2.697 2.052 0.76
H 0.810 4.780 2.613 0.78
H -0.912 6.828 2.602 0.42
H -3.438 5.647 2.235 0.82
N -0.107 -4.043 3.902 -0.10
C 1.185 -3.750 3.510 -0.49
C 2.185 -4.479 4.376 -0.51
C 1.282 -5.243 5.421 -0.92
C -0.242 -4.966 4.980 -0.54
H -0.931 -3.716 3.367 0.10
H 1.456 -3.277 2.629 0.75
H 3.389 -4.586 4.307 0.27
H 1.666 -5.891 6.034 0.65
H -1.166 -5.145 5.334 0.55
N 0.463 3.823 -2.908 0.30
C 0.186 3.992 -1.612 -0.23
C 0.101 5.355 -1.267 -0.28
C 0.271 6.096 -2.608 -0.64
C 0.589 5.062 -3.605 -0.30
H 0.721 2.714 -3.172 0.21
H 0.229 3.083 -0.934 0.47
H -0.524 5.860 -0.331 0.03
H 0.122 7.302 -2.957 0.14
H 0.662 5.023 -4.790 0.25
```

As for the charge: -1. The LUMO energy is 2.288 eV. Its total energy is -69340.138 eV. The value obtained for the energy above the lowest of the compared OMol25 structures with the same formula, charge and spin is 8.2217 eV.



So what do the calculations give for strongest force on any atom? Going down the list: 3.8, 6.7, 2.0, 3.6, 6.4, 16.1 eV/Å.